(1)
ORCA calculation (ωB97M-V with the def2-TZVPD basis set) on a 5-piece molecular cluster, C27H24O9 overall at a distorted geometry.

Relative energy (zero: lowest compared OMol25 entry of this formula, charge and spin) = 22.2 kcal/mol
Kohn-Sham gap = 7.081 eV
SMILES string = O=C1C=CC(=O)C=C1.O=C1C=CC(=O)C=C1.O=C1C=CC(=O)C=C1.O=C1C=CC(=O)C=C1.CC(C)O
Charge = 0

Geometry as XYZ:
```
60
Properties=species:S:1:pos:R:3:forces:R:3:nbo_charge:R:1
O 15.1650 2.1910 11.7070 1.028 0.155 -1.093 -0.49
O 19.2160 0.4440 8.4350 -2.107 1.169 2.223 -0.50
O 22.7220 7.7140 3.3800 -0.084 0.122 -0.171 -0.48
O 19.2440 3.0730 10.8910 2.534 1.471 1.088 -0.53
O 26.3490 7.8760 12.1270 -0.690 -4.412 -2.725 -0.50
O 23.3870 4.3090 14.1400 2.608 0.465 0.753 -0.46
O 26.1050 3.1120 9.3200 0.405 3.350 2.409 -0.50
O 21.6970 5.5950 8.3790 7.162 -1.413 -1.291 -0.71
O 26.1720 6.3080 7.3380 -2.187 1.087 -1.985 -0.50
C 24.7240 7.9560 6.3990 -2.125 3.488 -1.224 -0.23
C 24.8130 5.4340 5.5350 -3.786 3.595 -2.965 -0.21
C 16.1540 1.9490 11.0070 -0.949 -0.125 0.731 0.42
C 18.2990 0.5500 10.5780 -3.050 0.738 7.890 -0.20
C 27.1050 4.3310 11.1260 -0.308 7.427 1.600 -0.22
C 26.2050 6.7190 11.5350 0.211 3.751 3.349 0.40
C 24.9770 6.3570 10.8190 2.394 -6.746 -5.065 -0.25
C 21.7950 4.3320 7.7530 -0.366 -2.442 0.148 0.10
C 17.2100 1.0920 11.5770 5.545 -2.488 -5.389 -0.17
C 23.4440 7.3810 4.2970 -0.034 -0.427 0.004 0.42
C 16.2640 2.4300 9.5870 3.941 -2.570 -3.619 -0.21
C 20.5160 3.8830 6.8370 1.762 4.787 3.068 -0.63
C 26.1110 4.1620 10.0550 -2.372 -3.154 -2.917 0.43
C 23.8390 5.9820 4.4450 4.663 -6.175 4.012 -0.24
C 17.3830 1.8800 8.6760 -5.736 2.276 5.962 -0.18
C 20.8060 4.6790 11.6770 3.737 3.666 1.747 -0.24
C 23.8430 8.3790 5.3100 3.959 -3.996 3.948 -0.20
C 20.6010 2.3920 12.7850 6.155 6.356 1.174 -0.18
C 20.1800 3.4020 11.6530 -2.540 -3.421 1.370 0.47
C 27.2160 5.6880 11.7990 -0.327 -6.230 -2.698 -0.16
C 22.0960 3.1410 8.7460 2.652 0.155 1.696 -0.67
C 22.5180 4.0020 13.3830 -2.740 1.518 1.101 0.43
C 25.2990 6.5900 6.4780 1.704 -2.979 1.125 0.43
C 21.8820 5.0530 12.5500 -6.336 -8.199 -2.884 -0.13
C 24.9300 5.1530 9.8390 2.757 4.215 6.778 -0.14
C 21.7820 2.8090 13.6370 -7.173 -2.196 -6.695 -0.20
C 18.3380 0.9230 9.2300 2.148 -0.532 -4.340 0.38
H 19.6470 3.8540 7.5390 0.428 -0.197 -1.158 0.21
H 23.3450 9.2550 5.0780 -0.418 2.198 0.440 0.24
H 15.3980 3.0250 9.2120 1.075 -0.424 0.237 0.24
H 24.3140 7.0470 10.5190 -2.564 2.742 -0.072 0.21
H 19.2190 -0.0360 10.9870 -2.037 0.950 -0.826 0.24
H 22.0890 2.0370 14.1850 1.698 -2.428 2.789 0.21
H 17.4050 2.1300 7.6670 0.128 0.365 -1.542 0.23
H 25.0800 8.6570 7.3550 -1.093 -1.814 -2.965 0.26
H 20.1930 1.4600 12.7740 -1.212 -2.381 0.380 0.21
H 27.9250 3.6760 11.1580 0.650 -1.055 0.335 0.23
H 28.0190 5.8110 12.5300 -0.374 0.372 -0.372 0.24
H 25.0830 4.3040 5.7500 -0.516 2.712 -0.679 0.27
H 20.5660 4.6440 6.0500 -1.081 -0.002 0.130 0.21
H 23.5340 5.0870 3.7950 -0.076 2.154 0.521 0.24
H 20.8650 3.0410 6.4180 0.384 -3.554 -1.264 0.22
H 22.8770 2.4110 8.2570 -1.879 1.104 0.840 0.23
H 17.3240 0.9010 12.6400 -0.358 -0.040 -0.262 0.23
H 20.8610 5.7160 8.5060 -7.950 1.602 1.430 0.45
H 21.2290 2.6310 9.1910 0.077 -0.045 -0.807 0.22
H 22.4810 5.7650 12.3790 3.756 6.234 -1.088 0.20
H 22.6850 4.3880 7.1350 -0.042 0.131 -0.391 0.16
H 22.6800 3.4690 9.7560 -1.189 -0.318 -2.418 0.20
H 20.4860 5.4340 10.9470 -0.051 -0.467 0.313 0.23
H 23.9850 4.9320 9.3800 0.188 -0.126 -0.687 0.25
```
Positions in Å, forces in eV/Å.

=====

(2)
ORCA calculation (ωB97M-V with the def2-TZVPD basis set) on one molecule with the formula C21H18N4O4S at a distorted geometry.

Relative energy (zero: lowest compared OMol25 entry of this formula, charge and spin) = 12.8 kcal/mol
Kohn-Sham gap = 8.199 eV
SMILES string = COc1ccc(-c2noc(CSc3nc(-c4ccccc4)cc(=O)[nH]3)n2)cc1OC
Charge = 0

Geometry as XYZ:
```
48
Properties=species:S:1:pos:R:3:forces:R:3:nbo_charge:R:1
S 2.0694 2.8912 0.6890 -0.132 0.245 0.182 0.28
O -7.3975 0.1520 0.3054 0.277 0.120 0.128 -0.49
O 0.2514 0.2161 0.1604 0.627 0.438 0.498 -0.28
O -5.8182 -1.3541 -1.5938 -0.097 0.289 0.363 -0.52
O 5.6596 2.0629 -2.5537 0.145 0.087 -0.198 -0.60
N 4.0010 2.3111 -1.0280 -0.027 0.106 -0.030 -0.60
N -0.9872 -0.1688 -0.2506 -1.147 -0.329 -0.360 -0.16
N -1.1836 1.3158 1.3977 0.331 0.263 0.306 -0.49
N 3.2488 0.5615 0.3110 -0.180 0.094 0.137 -0.56
C 4.1458 -0.2730 -0.2956 0.414 0.488 -0.562 0.23
C -6.0428 0.1557 0.2469 0.187 0.125 0.146 0.27
C -5.2185 -0.5579 -0.6518 -0.122 -0.055 -0.062 0.29
C 5.2507 -2.4587 0.1825 -0.117 0.120 -0.032 -0.21
C 3.2078 1.7879 -0.0731 -0.186 -0.228 0.305 0.33
C 0.0681 1.1037 1.1466 -0.736 -0.182 -0.019 0.51
C -3.2640 0.3950 0.4211 -0.757 -0.080 -0.079 -0.13
C 5.1829 -3.7643 0.6312 0.057 -0.104 -0.005 -0.21
C 4.1087 -1.6608 0.1755 0.061 -0.442 0.124 -0.01
C -8.1855 -0.6111 -0.5818 -0.390 -0.231 -0.258 -0.24
C 2.9029 -2.1935 0.6288 0.076 0.107 -0.070 -0.21
C 3.9789 -4.2898 1.0719 0.013 -0.035 0.013 -0.20
C -1.8275 0.4991 0.5027 1.230 -0.137 -0.171 0.31
C 4.9861 0.1689 -1.2753 -0.109 -0.314 0.219 -0.38
C -3.8445 -0.4259 -0.5455 0.011 0.109 0.129 -0.26
C 4.9677 1.5396 -1.7100 -0.086 0.092 0.142 0.63
C -5.4413 0.9729 1.2051 -0.207 -0.202 -0.240 -0.24
C 1.2240 1.7267 1.8163 0.472 0.162 -0.407 -0.58
C -5.0027 -2.0472 -2.5072 0.112 -0.109 -0.143 -0.25
C -4.0743 1.1022 1.3018 0.262 -0.168 -0.205 -0.17
C 2.8395 -3.5017 1.0685 -0.027 -0.069 0.025 -0.20
H -6.0981 1.5054 1.8745 -0.087 0.055 0.068 0.23
H 3.9265 3.2877 -1.2888 0.064 -0.141 -0.027 0.43
H -3.6245 1.7379 2.0466 0.019 0.071 0.086 0.23
H -4.3416 -2.7569 -2.0007 -0.006 0.032 -0.019 0.18
H 1.9729 0.9778 2.0777 -0.104 0.072 0.144 0.29
H 2.0203 -1.5736 0.6091 -0.087 0.042 0.023 0.23
H 3.9302 -5.3113 1.4191 0.000 -0.077 0.031 0.21
H -4.4045 -1.3610 -3.1143 -0.001 -0.026 0.029 0.18
H -8.0428 -0.3004 -1.6184 -0.027 -0.035 0.087 0.18
H -5.6916 -2.5923 -3.1511 0.105 0.012 0.011 0.20
H 6.0736 -4.3753 0.6392 0.070 -0.038 0.010 0.22
H 6.1954 -2.0492 -0.1420 0.093 0.046 -0.031 0.22
H 0.8854 2.3011 2.6749 0.019 -0.057 -0.049 0.27
H -3.1810 -0.9547 -1.2088 -0.013 -0.110 -0.135 0.24
H 1.8990 -3.9089 1.4096 -0.076 -0.027 0.014 0.21
H 5.6757 -0.4909 -1.7742 0.045 -0.049 -0.066 0.24
H -7.9769 -1.6788 -0.4925 -0.037 0.093 -0.012 0.18
H -9.2151 -0.4154 -0.2821 0.067 -0.025 -0.037 0.19
```
Positions in Å, forces in eV/Å.

=====

(3)
ORCA calculation (ωB97M-V with the def2-TZVPD basis set) on one molecule with the formula C7H8ClNO2 at a distorted geometry.

Relative energy (zero: lowest compared OMol25 entry of this formula, charge and spin) = 29.6 kcal/mol
Kohn-Sham gap = 9.060 eV
SMILES string = Cc1cc(C)[n+]([O-])c(Cl)c1O
Charge = 0

Geometry as XYZ:
```
19
Properties=species:S:1:pos:R:3:forces:R:3:nbo_charge:R:1
Cl -3.3496 0.7653 0.7426 0.576 -0.411 -0.282 0.07
O -2.4775 -0.8199 -1.4905 0.043 -0.562 -0.967 -0.55
O -0.8044 1.5932 2.2740 -3.545 -1.366 0.993 -0.65
N -1.5009 -0.4089 -0.7924 -0.463 0.189 -0.098 0.05
C 0.7603 0.4745 0.8655 -1.300 -1.194 0.628 -0.13
C -0.1694 -0.6262 -1.1575 0.067 -1.577 0.092 0.15
C 0.0034 -1.5410 -2.3748 1.262 2.580 1.291 -0.63
C -1.7689 0.2957 0.2635 4.015 2.441 4.965 0.08
C -0.5067 0.7494 1.3040 -2.452 -1.133 -4.893 0.35
C 1.9545 0.8749 1.6579 -1.763 0.191 1.928 -0.63
C 0.8765 -0.2348 -0.3378 -0.807 -0.018 -1.369 -0.18
H 1.8903 -0.3500 -0.7128 -0.165 -0.459 -0.036 0.22
H 2.5722 1.2528 0.9277 2.081 1.129 -1.205 0.21
H -0.1592 -1.0037 -3.2695 0.013 0.992 -1.063 0.23
H 2.5027 0.0935 2.2652 -0.985 0.823 -0.613 0.23
H 1.0368 -1.7571 -2.2728 1.031 -0.698 -0.584 0.21
H 1.5093 1.7194 2.2543 1.382 -0.772 0.055 0.23
H -0.5619 -2.3916 -2.5483 -1.347 -1.699 0.838 0.24
H -1.8074 1.3147 2.4017 2.357 1.543 0.320 0.50
```
Positions in Å, forces in eV/Å.

=====

(4)
ORCA calculation (ωB97M-V with the def2-TZVPD basis set) on C15H15N8O7PPt as an isolated structure at a distorted geometry.

Relative energy (zero: lowest compared OMol25 entry of this formula, charge and spin) = 40.1 kcal/mol
Kohn-Sham gap (alpha / beta) = 7.159 / 7.161 eV
Charge = 0

Geometry as XYZ:
```
47
Properties=species:S:1:pos:R:3:forces:R:3:nbo_charge:R:1
Pt 0.4405 -0.3090 -0.6540 -0.213 -0.297 0.460 1.09
P 0.7830 -1.0249 1.7845 -0.064 -0.044 -0.146 0.77
O 3.7438 1.3847 -2.0176 0.046 -0.035 -0.029 -0.59
O -1.0814 3.3110 1.6175 -0.162 -0.383 -0.104 -0.44
O 3.3973 6.0315 -2.7304 -0.166 -0.048 -0.365 -0.37
O -0.1147 1.5558 -0.2268 -0.105 0.371 -0.220 -0.72
O -1.8218 4.9350 0.4282 -0.276 -0.190 -0.216 -0.34
O 2.3346 0.1768 -0.8248 -0.089 0.097 -0.148 -0.74
O 1.8278 7.1987 -1.8333 -0.242 0.013 -0.312 -0.38
N -3.8603 -1.3741 -0.6697 0.026 0.151 -0.156 -0.67
N -0.6723 0.4822 3.6514 0.004 -0.019 0.035 -0.39
N 0.7450 -1.2596 4.5776 0.001 -0.001 -0.050 -0.44
N -1.0643 4.0124 0.6112 0.562 0.687 0.506 0.55
N 1.7477 0.7624 3.6820 -0.018 -0.040 0.009 -0.44
N -5.3578 -1.0597 -2.6283 -0.047 0.045 -0.003 -0.43
N 2.3481 6.1408 -2.1317 0.601 0.098 0.937 0.54
N -1.4841 -0.8746 -0.5666 0.248 0.031 -0.266 -0.70
C -4.6318 -1.1797 -1.7384 0.017 -0.109 0.072 0.42
C 0.0726 3.8725 -0.2989 -0.003 -0.221 -0.195 -0.08
C -0.7578 -0.1005 2.2702 0.001 -0.024 0.043 -0.57
C 1.7513 4.9199 -1.5817 -0.103 -0.032 -0.242 -0.05
C 2.3675 3.7014 -1.7958 -0.033 0.001 -0.014 -0.08
C 1.8264 -0.2824 4.6957 0.009 0.028 -0.016 -0.07
C 2.0082 0.2526 2.3300 0.039 0.035 -0.015 -0.54
C 0.5905 2.5867 -0.5997 -0.008 -0.031 0.070 0.47
C -2.6269 -1.0701 -0.7071 0.002 -0.151 0.259 0.64
C 0.5104 1.4557 3.7700 0.017 0.001 -0.015 -0.06
C -0.5127 -0.6073 4.7061 -0.007 0.047 -0.027 -0.05
C 1.8178 2.5307 -1.2987 -0.019 -0.062 0.077 -0.29
C 0.6112 5.0286 -0.8123 -0.097 0.011 -0.011 -0.12
C 2.6875 1.2890 -1.4420 0.096 0.076 0.052 0.77
C 0.8553 -2.0546 3.3417 -0.014 -0.014 0.093 -0.53
H -1.6120 -0.7784 2.2394 -0.017 0.019 -0.008 0.25
H 0.4023 1.9352 4.7437 0.003 0.004 0.002 0.21
H 0.0513 -2.7933 3.3222 0.004 -0.006 -0.016 0.23
H 3.0094 -0.1793 2.2917 0.004 0.005 0.010 0.25
H -1.3410 -1.3024 4.5748 0.003 -0.013 0.006 0.22
H 1.7956 -2.6069 3.3675 0.009 0.008 -0.011 0.24
H 2.7821 -0.7954 4.6053 -0.002 -0.012 -0.001 0.22
H 0.3896 2.1821 2.9684 -0.010 0.015 -0.001 0.26
H 3.2994 3.6418 -2.3395 -0.009 0.005 -0.007 0.28
H 1.9975 1.0793 1.6197 -0.014 -0.002 -0.009 0.25
H -0.5885 -0.1101 5.6739 -0.001 -0.016 0.011 0.22
H -0.9368 0.7231 1.5816 0.017 0.025 -0.024 0.30
H 0.1616 5.9898 -0.6102 0.009 -0.019 -0.009 0.28
H 1.7692 0.1815 5.6823 0.000 -0.006 0.007 0.21
H -1.5292 1.0088 3.8281 0.001 0.002 -0.012 0.44
```
Positions in Å, forces in eV/Å.

=====

(5)
ORCA calculation (ωB97M-V with the def2-TZVPD basis set) on an isolated ion of composition C5H5OS2 and charge -1 at a distorted geometry.

Relative energy (zero: lowest compared OMol25 entry of this formula, charge and spin) = 93.5 kcal/mol
Kohn-Sham gap = 5.966 eV
Charge = -1

Geometry as XYZ:
```
13
Properties=species:S:1:pos:R:3:forces:R:3:nbo_charge:R:1
S -1.5714 2.1083 -0.0462 -1.226 -0.199 0.312 0.19
S -1.8292 -1.9788 -0.0773 -0.769 0.739 0.291 0.06
O 1.9203 0.1778 -0.1291 -2.068 2.776 -0.778 -0.61
C -2.4463 -0.5526 0.2412 0.797 -0.590 -0.790 -0.05
C 2.2193 -1.1002 0.0853 4.281 -2.266 -1.243 -0.20
C 0.5216 0.4744 0.1464 1.069 0.566 0.191 -0.05
C -2.7737 0.7009 0.3520 1.030 0.418 0.382 -0.53
C 0.0491 1.5804 -0.5140 -1.009 -2.469 2.437 -0.67
H 0.3501 2.0755 -1.3613 1.088 1.090 -1.962 0.19
H 3.1074 -1.1977 0.8485 -1.485 -0.062 -1.093 0.13
H -3.5657 0.9989 1.0419 0.140 0.099 -0.455 0.24
H 2.6149 -1.5891 -0.9325 -0.454 0.745 1.793 0.12
H 1.4034 -1.6978 0.3450 -1.393 -0.846 0.914 0.18
```
Positions in Å, forces in eV/Å.

=====

(6)
ORCA calculation (ωB97M-V with the def2-TZVPD basis set) on an isolated ion of composition CH2BrN2 and charge +1 at a distorted geometry.

Relative energy (zero: lowest compared OMol25 entry of this formula, charge and spin) = 43.2 kcal/mol
Kohn-Sham gap = 9.661 eV
SMILES string = BrN1C=[NH+]1
Charge = +1

Geometry as XYZ:
```
6
Properties=species:S:1:pos:R:3:forces:R:3:nbo_charge:R:1
Br 1.9392 -0.9767 -0.2444 0.624 -0.617 -0.519 0.38
N 0.8210 0.4768 -0.3473 1.663 0.712 1.204 -0.22
N -0.3501 0.3312 0.7512 -0.617 0.500 -1.328 -0.32
C -0.4879 0.1668 -0.4726 -2.744 -0.566 -1.568 0.38
H -1.2139 -0.0430 -1.3319 0.994 0.050 1.450 0.30
H -0.7083 0.0449 1.6450 0.081 -0.078 0.761 0.49
```
Positions in Å, forces in eV/Å.